[1]
92
Properties=species:S:1:pos:R:3 method="wB97M-V/def2-TZVPD" gap_ev=5.47 e_above_lowest_kcal_mol=0.0 total_charge=-2 homo_energy_ha=-0.064 energy_ev=-88532.50574
I 3.50126 -0.25333 -0.92223
Rb -0.04238 -0.26851 0.28143
S 0.33433 -6.43817 -6.64008
O -2.45494 3.48173 0.65915
O -1.89066 2.56028 -1.81819
O -3.41446 -2.83936 1.96643
O 2.85003 -6.98477 -6.82670
O -0.87397 0.62373 -2.23720
O 2.28493 -6.74256 1.82831
O 1.72755 1.98658 1.39657
O -1.68844 -2.80468 0.53177
O 0.40505 5.69392 3.56984
O 0.75282 -1.57124 2.47866
N 1.01333 3.86784 2.39734
N -1.03634 -4.25553 3.95867
N -0.47810 2.49313 1.13959
N 2.88750 -2.96711 0.66642
N -2.97264 -0.89669 -1.11232
C 4.24330 0.21052 1.94979
C 0.76471 2.70821 1.61360
C -1.88014 3.50161 3.73994
C -0.98658 -5.72398 -4.32220
C -1.55808 -4.82690 -3.44550
C 3.35782 -2.01013 1.56861
C -1.63907 -3.45505 -3.76567
C -1.34006 4.36340 2.55931
C 2.06440 -6.31191 -6.20489
C -2.15695 -2.53243 -2.85147
C -1.70013 6.45913 1.16901
C -1.42280 3.41945 1.34656
C -0.47594 -5.29775 -5.54663
C -4.17391 1.13514 -0.84053
C 1.92836 -3.77514 0.92811
C 0.99552 -3.90123 2.03708
C 4.15120 -1.35800 3.75878
C -2.78286 -2.36384 0.85483
C -3.50571 -1.34800 0.14680
C -2.18554 5.62128 2.34502
C -0.58046 -3.94935 -5.88998
C 4.45883 -0.08935 3.28275
C 0.44664 -5.17684 2.31293
C 0.46126 -2.76766 2.72543
C -5.10710 0.44687 -0.04143
C 3.72892 -0.75268 1.09566
C -1.85376 1.21520 -1.81021
C -2.60739 -1.73548 -2.05049
C 0.91388 -6.41176 1.59112
C -0.55792 -3.05949 3.72306
C -1.96116 4.19551 5.09267
C -3.02999 0.53095 -1.29217
C -1.14863 -3.04185 -5.02188
C 3.60678 -2.30403 2.91359
C 2.45247 -5.39465 -5.08177
C -4.66160 -0.72715 0.56820
C 0.08954 4.73071 2.88802
C -1.13114 -1.89016 4.46554
C -0.53292 -5.30137 3.26588
H -1.82759 -2.23888 5.22613
H -2.24888 3.47114 5.85694
H 2.80206 -5.94158 1.68349
H 4.31686 -1.60364 4.80097
H -1.93050 -5.16164 -2.48668
H -4.29608 2.19747 -1.01182
H -1.25413 2.60840 3.81584
H -3.21420 5.30346 2.17412
H 4.45767 1.19836 1.56753
H -2.32818 7.34394 1.04283
H 1.76972 -4.51996 0.14255
H 1.97635 3.99495 2.67178
H -5.14979 -1.10627 1.45799
H 3.53186 -5.44392 -4.95851
H -2.16119 6.21969 3.25659
H 3.33622 -3.28433 3.28493
H -0.19606 -3.61482 -6.84660
H 0.33628 -7.26882 1.93707
H -0.33298 -1.29769 4.91807
H -2.23550 2.89090 -0.94727
H -0.94849 -6.27581 3.50338
H -1.73807 5.88644 0.24205
H -2.77765 -3.43672 2.39623
H 1.95447 -5.68936 -4.15770
H -0.67681 6.80263 1.32999
H -0.92081 -6.77141 -4.05188
H -5.99328 0.95027 0.31805
H -1.65049 -1.21987 3.77448
H 4.85837 0.66850 3.94520
H 2.13791 -4.37196 -5.28500
H -1.00544 4.63392 5.37810
H -2.70583 4.99240 5.09565
H -2.87167 3.15351 3.43687
H -1.20891 -1.99524 -5.28831
H 0.73718 -6.31479 0.51197

[2]
12
Properties=species:S:1:pos:R:3 method="wB97M-V/def2-TZVPD" gap_ev="7.96 / 7.99" e_above_lowest_kcal_mol=46.1 total_charge=+1 homo_energy_ha="-0.410 / -0.467" multiplicity=2 energy_ev=-33112.58409
K 1.97986 -1.30308 2.21656
Mg -0.64674 2.77066 0.96378
O 1.33909 2.13111 -0.52095
O -0.21077 -1.61440 0.99293
O 1.55218 0.79600 1.08294
O -0.34314 0.84995 -0.17685
C -0.76089 -0.27120 -0.91477
C 1.02410 1.05521 -0.00931
C -0.69765 -1.54169 -0.11576
H -1.28810 -2.37894 -0.53588
H -0.13931 -0.42989 -1.81220
H -1.80862 -0.06374 -1.17049